ORCA calculation (ωB97M-V/def2-TZVPD) on a molecular structure, C4H5BiLiO3.

As for the gap between HOMO and LUMO (alpha / beta): 5.8027 / 5.9343 eV. As for the spin multiplicity: 2. Its charge is +2. Its expectation value of S² is 0.753. The calculation puts the calculated total energy at -602.518270 hartree.

Element x y z (Å)
1 Bi 0.73444 -0.29828 2.05462
2 O 0.59314 -0.38359 -0.15572
3 O -0.79003 0.93414 -1.43199
4 O -0.64387 1.03844 0.82344
5 C 1.55581 -2.30738 -0.98846
6 C -1.57154 2.13170 0.94190
7 C -0.35915 0.53728 -0.37525
8 C 0.64009 -1.37632 -1.27097
9 Li -0.14852 -0.27298 -2.88750
10 H -2.55502 1.80257 0.59268
11 H 1.94480 -2.90776 -1.81309
12 H 1.97475 -2.45778 0.01400
13 H -1.59347 2.37368 2.00622
14 H -1.20735 2.98125 0.35632